# 1
9
Properties=species:S:1:pos:R:3 method="wB97M-V/def2-TZVPD" homo_lumo_gap_ha=0.3790 smiles="NC[N+](=O)[O-]" total_charge=0 de_lowest_kcal_mol=71.4
C -0.1767 0.4736 -0.0366
N -1.0161 -0.6244 0.3952
N 1.2568 -0.0008 -0.0114
O 1.3705 -1.1782 -0.1721
O 2.0473 0.8620 0.1049
H -0.4170 0.8850 -1.0337
H -0.3841 1.4185 0.4494
H -0.7459 -1.4966 -0.0022
H -1.9347 -0.3390 0.3066

# 2
10
Properties=species:S:1:pos:R:3 method="wB97M-V/def2-TZVPD" homo_lumo_gap_ha="0.2170 / 0.2170" total_charge=-1 de_lowest_kcal_mol=7.5
C 1.4478 -0.0554 -0.4229
C 1.3489 -1.1358 0.3114
O -2.7408 1.5017 0.5575
O -1.6690 -0.3822 -0.3684
S -1.9336 1.0171 -0.5252
I 0.7455 1.8203 0.3147
I 2.2379 -0.1129 -2.3680
I 3.9832 1.7654 0.7227
I 0.7522 -1.1442 2.3185
I 2.1821 -2.9852 -0.1897

# 3
107
Properties=species:S:1:pos:R:3 method="wB97M-V/def2-TZVPD" homo_lumo_gap_ha=0.3185 total_charge=+1
C 6.1000 -1.4263 -2.0822
B 6.1852 -0.2134 -1.1170
O 6.2996 -0.4280 0.2203
N 6.1088 1.2740 -1.5041
C 4.8249 1.9672 -1.1962
C 4.7465 3.2876 -1.9869
C 3.3029 3.4477 -2.5094
C 2.4107 4.2522 -1.5328
C 1.2827 5.0153 -2.2891
C -0.1222 4.6057 -1.8399
C -0.3269 3.0771 -2.0368
C -1.6919 2.7141 -2.6936
C -1.5338 2.0790 -4.0910
C -2.4720 0.8973 -4.3386
O -2.3469 -0.1169 -3.3346
C -3.4056 -0.2117 -2.4827
C -3.0126 -0.3543 -1.0133
O -4.5570 -0.2218 -2.8292
C 5.7788 3.0260 -3.1386
P 7.3225 4.0390 -3.2468
N 8.1560 3.6320 -4.5117
C 6.3306 1.5811 -2.9561
H 6.9449 -2.0821 -1.8722
H 6.1087 -1.1977 -3.1474
H 5.1394 -1.9149 -1.8746
H 5.5811 -1.0366 0.4595
H 6.8135 1.7223 -0.9075
H 4.5053 1.9729 -0.1550
H 4.0953 1.2790 -1.6417
H 5.0358 4.1887 -1.4473
H 2.8375 2.4801 -2.6993
H 3.3692 4.0462 -3.4195
H 1.9775 3.6082 -0.7665
H 3.0625 5.0048 -1.0846
H 1.4513 6.0829 -2.1313
H 1.4166 4.8440 -3.3609
H -0.2134 4.8496 -0.7786
H -0.8547 5.2009 -2.3860
H 0.4854 2.7229 -2.6734
H -0.2951 2.6196 -1.0475
H -2.1862 2.0223 -2.0155
H -2.2828 3.6276 -2.7500
H -1.7892 2.8214 -4.8505
H -0.4991 1.7599 -4.2217
H -3.4977 1.2224 -4.5042
H -2.1361 0.4433 -5.2742
H -3.6089 -1.1115 -0.5177
H -1.9519 -0.6003 -0.9623
H -3.1741 0.6294 -0.5716
H 5.3514 3.0548 -4.1406
H 8.0986 3.7068 -2.1025
H 7.0444 5.4198 -3.2875
H 7.6926 2.9308 -5.0760
H 5.7551 0.9614 -3.6350
H 7.4072 1.4713 -3.0828
O -6.4149 1.3218 2.0679
P -7.0630 0.4425 3.0754
O -5.8244 -0.2356 3.8947
C -4.9381 0.6094 4.6273
C -5.6278 1.3256 5.7740
O -7.5343 -0.8051 2.1259
C -7.7973 -0.6103 0.7321
C -6.6446 -1.1268 -0.1028
O -8.2279 0.1818 4.1598
C -8.7097 -1.1170 4.5428
C -7.8236 -1.8478 5.5284
H -4.4760 1.3326 3.9494
H -4.1480 -0.0332 5.0163
H -6.3890 2.0193 5.4056
H -4.9047 1.8930 6.3606
H -6.1301 0.6169 6.4309
H -7.9975 0.4378 0.5150
H -8.7063 -1.1660 0.4949
H -5.6842 -0.7781 0.2719
H -6.7412 -0.8285 -1.1467
H -6.6223 -2.2180 -0.0547
H -8.9258 -1.7359 3.6769
H -9.6706 -0.9230 5.0219
H -6.9408 -2.2633 5.0455
H -8.3775 -2.6802 5.9654
H -7.4928 -1.1879 6.3296
O 3.4682 -3.1631 0.0908
P 2.8483 -3.7673 1.3051
O 1.7755 -4.8417 0.7397
C 2.2397 -5.9528 -0.0379
C 3.1255 -6.8903 0.7597
O 1.8338 -2.5480 1.7472
C 2.1052 -1.1950 1.4036
C 1.2329 -0.7531 0.2423
O 3.0016 -4.3210 2.8009
C 1.9470 -4.3307 3.7877
C 0.9510 -5.4566 3.6238
H 2.7683 -5.5869 -0.9217
H 1.3522 -6.4831 -0.3795
H 4.0514 -6.3937 1.0676
H 3.3892 -7.7643 0.1646
H 2.6240 -7.2248 1.6664
H 3.1639 -1.0539 1.1755
H 1.8851 -0.5886 2.2845
H 1.2513 -1.4833 -0.5667
H 1.5597 0.2156 -0.1475
H 0.1946 -0.6608 0.5620
H 1.4462 -3.3694 3.8495
H 2.4644 -4.4619 4.7387
H 0.2541 -5.2643 2.8099
H 0.3638 -5.5550 4.5377
H 1.4512 -6.4033 3.4251

# 4
269
Properties=species:S:1:pos:R:3 method="wB97M-V/def2-TZVPD" homo_lumo_gap_ha=0.3701 total_charge=+8
C 7.2531 -1.0961 -3.2732
C 6.1027 -0.6462 -2.3413
C 6.5001 -0.5337 -0.8684
N 5.3847 -0.0998 0.1124
C 4.2448 -1.0897 0.2184
C 5.9739 0.3617 1.4749
C 6.4883 1.7895 1.3036
C 5.6755 2.4271 0.1073
C 4.7404 1.2721 -0.3457
H 7.6208 -2.1046 -3.0838
H 8.1029 -0.4137 -3.2880
H 6.8134 -1.3618 -4.2346
H 5.2354 -1.2520 -2.6036
H 5.7824 0.3321 -2.6998
H 7.2783 0.2288 -0.8344
H 6.9554 -1.4644 -0.5299
H 3.6555 -0.7398 1.0659
H 4.7324 -2.0464 0.4053
H 3.7270 -1.1942 -0.7350
H 5.1069 0.4227 2.1326
H 6.6662 -0.4137 1.8030
H 6.3320 2.2785 2.2652
H 7.5624 1.7517 1.1218
H 5.0596 3.2446 0.4821
H 6.2150 2.7874 -0.7686
H 3.7680 1.5552 0.0572
H 4.4677 1.3211 -1.3999
C 6.3807 2.6214 8.6617
C 5.3833 3.2280 7.7064
C 4.5826 2.0741 7.0045
N 3.5903 2.5048 5.8674
C 2.5932 3.5734 6.3995
C 2.9291 1.2525 5.1898
C 2.4481 1.7094 3.8168
C 3.2109 2.9533 3.5305
C 4.3419 3.0681 4.6834
H 7.0043 3.2920 9.2529
H 7.1001 1.9899 8.1404
H 5.8661 1.9675 9.3658
H 5.8467 3.8914 6.9761
H 4.6979 3.7911 8.3399
H 3.9323 1.5305 7.6898
H 5.2527 1.3253 6.5822
H 3.0996 4.4855 6.7150
H 2.2379 3.1390 7.3340
H 1.7936 3.7329 5.6761
H 2.1053 0.9559 5.8391
H 3.6633 0.4477 5.2276
H 1.4192 2.0644 3.7593
H 2.5879 0.8726 3.1325
H 2.5896 3.8488 3.5422
H 3.6960 3.0097 2.5560
H 4.6800 4.0446 5.0302
H 5.3047 2.5956 4.4885
C -3.0335 0.8603 -4.0432
C -4.4522 0.2773 -3.6439
C -5.4798 0.2628 -4.7962
N -6.8346 -0.4289 -4.4631
C -6.6836 -1.8551 -3.9731
C -7.7862 -0.4110 -5.7039
C -8.4446 0.8862 -5.6953
C -8.5644 1.2369 -4.2813
C -7.5315 0.4589 -3.4061
H -3.0726 1.5407 -4.8938
H -2.3144 0.0869 -4.3130
H -2.6341 1.3856 -3.1756
H -4.8735 0.7662 -2.7655
H -4.1957 -0.7320 -3.3219
H -5.2002 -0.2766 -5.7012
H -5.7507 1.2788 -5.0832
H -7.6813 -2.2319 -3.7478
H -6.0749 -1.9074 -3.0704
H -6.2835 -2.4661 -4.7822
H -8.4492 -1.2748 -5.6548
H -7.2292 -0.5263 -6.6337
H -9.4071 0.8606 -6.2063
H -7.8915 1.6068 -6.2977
H -9.6114 1.0565 -4.0377
H -8.4591 2.3135 -4.1476
H -8.0805 -0.2211 -2.7547
H -6.8620 1.1852 -2.9451
C 1.5517 3.5882 -0.0903
C 1.7310 5.0932 -0.0154
C 1.4947 5.8965 -1.3413
N 1.8097 7.4473 -1.2403
C 1.5556 7.9146 -2.6689
C 2.0165 9.3477 -2.8691
C 3.5485 9.5301 -2.5377
C 3.7831 9.1127 -1.0752
C 3.2981 7.6869 -0.8453
C 0.8521 8.3475 -0.3519
H 2.2187 3.2232 -0.8713
H 0.5403 3.2408 -0.3013
H 1.7225 2.9921 0.8062
H 2.6862 5.4380 0.3805
H 1.1470 5.4363 0.8386
H 0.4561 5.7466 -1.6361
H 2.0221 5.4360 -2.1767
H 2.1450 7.2190 -3.2662
H 0.4920 7.7635 -2.8534
H 1.8869 9.6611 -3.9050
H 1.4808 10.0352 -2.2145
H 4.2924 9.2149 -3.2694
H 3.7288 10.6039 -2.5878
H 4.8564 9.2706 -0.9695
H 3.2501 9.7297 -0.3517
H 3.8841 6.9645 -1.4135
H 3.4672 7.5018 0.2154
H 1.2329 9.3630 -0.2426
H 0.7268 7.8938 0.6312
H -0.1856 8.3088 -0.6832
C 2.1735 -4.3257 -0.4343
C 1.9915 -5.3173 0.7281
C 2.5939 -6.6786 0.4118
N 2.6712 -7.8127 1.5659
C 3.3658 -9.0423 0.9210
C 3.1490 -10.3995 1.6998
C 1.7153 -10.5961 2.1953
C 1.3061 -9.3587 3.0493
C 1.2269 -8.1280 2.1553
C 3.5740 -7.4266 2.7424
H 1.3406 -4.2856 -1.1363
H 3.0533 -4.6503 -0.9898
H 2.3326 -3.3155 -0.0571
H 0.9810 -5.3336 1.1365
H 2.6339 -5.0040 1.5511
H 3.6646 -6.5662 0.2417
H 2.0828 -7.0516 -0.4758
H 3.0082 -9.2267 -0.0920
H 4.4111 -8.8567 0.6742
H 3.3328 -11.2749 1.0769
H 3.8515 -10.4821 2.5291
H 1.0265 -10.6195 1.3509
H 1.5912 -11.5313 2.7413
H 0.2893 -9.4296 3.4355
H 1.9595 -9.2001 3.9072
H 0.6091 -8.2096 1.2610
H 0.7507 -7.2898 2.6639
H 3.1740 -6.6676 3.4148
H 4.5466 -7.0781 2.3949
H 3.6887 -8.3088 3.3722
C -6.6739 -6.5140 1.4772
C -5.5961 -6.7310 0.5088
C -4.4422 -5.6377 0.6097
N -3.5314 -5.3754 -0.6404
C -4.4756 -4.9356 -1.8573
C -3.7035 -4.3166 -3.1049
C -2.4743 -3.4062 -2.7505
C -1.6261 -3.8647 -1.5618
C -2.4451 -4.2916 -0.3233
C -2.8138 -6.6551 -1.0034
H -7.4735 -7.2393 1.3268
H -7.2142 -5.5710 1.3944
H -6.3382 -6.6577 2.5042
H -6.0728 -6.5614 -0.4566
H -5.2484 -7.7482 0.6891
H -3.7107 -5.9454 1.3570
H -4.7765 -4.6321 0.8650
H -5.1036 -4.1039 -1.5380
H -5.1673 -5.7141 -2.1791
H -4.3352 -3.7588 -3.7962
H -3.2823 -5.1759 -3.6266
H -2.6464 -2.3327 -2.6719
H -1.8746 -3.5515 -3.6491
H -1.0967 -2.9718 -1.2292
H -0.9898 -4.6917 -1.8769
H -2.9001 -3.4110 0.1302
H -1.7218 -4.6559 0.4062
H -2.3171 -7.0380 -0.1119
H -2.0888 -6.3087 -1.7399
H -3.4846 -7.3685 -1.4820
C -3.9245 -0.4049 2.3702
C -2.4786 -0.7776 2.7351
C -2.3845 -1.7157 3.9973
N -0.9162 -1.9207 4.4279
C -1.0574 -2.8677 5.6895
C 0.3274 -3.2785 6.2496
C 1.1035 -4.0801 5.1656
C 1.1770 -3.3003 3.8500
C -0.2197 -2.8554 3.3748
C -0.2238 -0.6648 4.7815
H -4.3915 0.5056 2.7458
H -4.6002 -1.2508 2.4965
H -4.0133 -0.2937 1.2896
H -1.8867 0.1222 2.9026
H -2.0398 -1.1472 1.8084
H -2.8578 -2.6783 3.8034
H -2.7792 -1.2894 4.9196
H -1.5937 -3.7498 5.3396
H -1.6543 -2.3629 6.4492
H 0.2400 -3.8399 7.1799
H 1.0221 -2.4677 6.4686
H 0.6401 -5.0519 4.9954
H 2.0525 -4.4353 5.5671
H 1.7897 -3.8069 3.1043
H 1.8019 -2.4303 4.0517
H -0.9499 -3.6387 3.1719
H -0.0945 -2.3428 2.4210
H -0.9284 -0.0245 5.3123
H 0.2367 -0.2992 3.8637
H 0.6502 -0.6930 5.4324
C -1.4716 5.7162 2.5108
C -2.5370 4.6346 2.3269
C -3.7097 5.0054 1.4276
N -4.6007 3.7549 1.0337
C -5.4121 4.2848 -0.2030
C -6.4495 3.2504 -0.6960
C -7.4471 2.9028 0.3546
C -6.6771 2.3082 1.6199
C -5.5831 3.2763 2.1514
C -3.7378 2.5351 0.5339
H -0.6037 5.2723 2.9984
H -1.7519 6.6384 3.0200
H -1.0502 5.9982 1.5459
H -2.8413 4.4006 3.3471
H -2.0247 3.6967 2.1126
H -3.1879 5.3391 0.5307
H -4.2379 5.8537 1.8630
H -5.8757 5.2103 0.1385
H -4.6862 4.4745 -0.9937
H -7.0632 3.5503 -1.5455
H -5.9095 2.3587 -1.0145
H -8.0772 3.6960 0.7570
H -8.1004 2.1649 -0.1111
H -7.4150 2.1791 2.4117
H -6.2103 1.3881 1.2683
H -6.0083 4.1607 2.6258
H -4.9737 2.7769 2.9046
H -3.0943 2.8500 -0.2876
H -4.3286 1.6489 0.3020
H -3.0383 2.2065 1.3026
C 1.9186 -1.6988 -3.3281
C 2.4052 -0.3302 -3.8372
C 1.6912 -0.0978 -5.1658
N 2.0197 1.2865 -5.8513
C 1.4842 2.4099 -4.8702
C 1.4453 3.7976 -5.5812
C 0.6690 3.7680 -6.9193
C 1.1686 2.6620 -7.8592
C 1.2080 1.2534 -7.1438
C 3.4891 1.5660 -6.1154
H 2.3431 -1.8830 -2.3412
H 2.3245 -2.4372 -4.0196
H 0.8437 -1.8735 -3.3743
H 3.4925 -0.2538 -3.8312
H 1.9316 0.3940 -3.1743
H 0.6186 -0.0851 -4.9719
H 2.0192 -0.8447 -5.8887
H 0.5033 2.1036 -4.5065
H 2.1044 2.3570 -3.9754
H 0.9754 4.5534 -4.9519
H 2.4690 4.1115 -5.7853
H -0.4056 3.6012 -6.8451
H 0.7198 4.7402 -7.4097
H 0.6190 2.6722 -8.8004
H 2.1482 2.8410 -8.3026
H 0.2476 0.8392 -6.8368
H 1.5913 0.5515 -7.8844
H 3.8994 0.6117 -6.4455
H 4.0492 1.6765 -5.1868
H 3.6315 2.3339 -6.8758
C -0.8566 0.2467 -0.9993
F -1.8572 -0.4741 -0.4697
F -0.4918 -0.1475 -2.2125
F -1.1291 1.6007 -1.0475
S 0.7039 0.0906 0.1602
O 1.7693 0.6649 -0.6776
O 0.3498 0.8254 1.3888
O 0.8790 -1.3178 0.4251

# 5
88
Properties=species:S:1:pos:R:3 method="wB97M-V/def2-TZVPD" homo_lumo_gap_ha=0.2339 total_charge=+4 de_lowest_kcal_mol=52.9
Ti -0.2794 -0.0859 -0.2349
C 2.9693 -1.3739 2.6452
N 1.9521 -0.7416 1.7738
P 0.3964 -0.2349 2.1564
C 0.4119 0.9647 3.4475
C -0.6102 0.9707 4.4053
C -0.6006 1.9297 5.4042
C 0.4209 2.8720 5.4500
C 1.4404 2.8656 4.5000
C 1.4390 1.9192 3.4922
C -0.7609 -1.5638 2.4543
C -2.1041 -1.4081 1.7871
C -2.8749 -2.7284 1.6437
C -2.5118 -3.8397 2.5745
C -1.3855 -3.8014 3.2881
C -0.4694 -2.6745 3.1601
P 2.1501 -0.2336 0.1845
C 1.9666 -1.5926 -0.9582
C 1.0398 -2.5952 -0.6326
C 0.6820 -3.5537 -1.5867
C 1.2322 -3.5021 -2.8541
C 2.1387 -2.4919 -3.1876
C 2.4924 -1.5318 -2.2603
C 3.5928 0.7324 -0.0965
C 4.8021 0.1032 -0.4239
C 5.9499 0.8667 -0.5514
C 5.8949 2.2428 -0.3578
C 4.6953 2.8703 -0.0306
C 3.5429 2.1191 0.1049
H 2.7260 -1.1630 3.6856
H 3.9445 -0.9409 2.4262
H 3.0000 -2.4502 2.4813
H -1.3870 0.2156 4.3940
H -1.3749 1.9324 6.1593
H 0.4334 3.6100 6.2415
H 2.2407 3.5906 4.5620
H 2.2505 1.8985 2.7725
H -2.6665 -0.5492 2.1585
H -3.9512 -2.5570 1.6385
H -3.1851 -4.6848 2.6508
H -1.1212 -4.6050 3.9615
H 0.4873 -2.7573 3.6667
H 0.7204 -2.7205 0.4007
H 0.0242 -4.3713 -1.3212
H 0.9840 -4.2634 -3.5823
H 2.5827 -2.4745 -4.1747
H 3.1938 -0.7520 -2.5302
H 4.8503 -0.9694 -0.5737
H 6.8894 0.3915 -0.7992
H 6.7958 2.8334 -0.4617
H 4.6692 3.9413 0.1178
H 2.6113 2.6074 0.3739
C -3.3015 -3.1887 -0.8870
C -2.3431 -2.8053 0.1841
N -1.9581 -1.3121 0.2370
C -2.9487 -0.4270 -0.3574
C -4.0134 -0.8786 -1.1162
C -4.1107 -2.2995 -1.4551
C -4.9780 0.0576 -1.5550
C -4.8831 1.3865 -1.2392
C -3.7592 1.8711 -0.5306
C -3.5529 3.2217 -0.1685
C -2.4126 3.5935 0.5129
C -1.4336 2.6365 0.7761
N -1.5899 1.3546 0.4430
C -2.7728 0.9508 -0.1342
H -3.3656 -4.2417 -1.1351
H -1.4229 -3.3821 0.1429
H -4.8517 -2.6027 -2.1837
H -5.8256 -0.3023 -2.1245
H -5.6623 2.0770 -1.5374
H -4.3012 3.9630 -0.4254
H -2.2491 4.6178 0.8168
H -0.4963 2.9040 1.2528
C -0.0299 2.0036 -6.1458
C -0.0095 1.5902 -4.7151
C -0.5901 0.3896 -4.2856
C -0.5576 0.0665 -2.9516
N 0.0161 0.8600 -2.0213
C 0.5826 2.0210 -2.4201
C 0.5843 2.4045 -3.7365
H -0.2834 1.1782 -6.8063
H 0.9300 2.4268 -6.4417
H -0.7798 2.7893 -6.2793
H -1.0582 -0.2834 -4.9915
H -0.9924 -0.8758 -2.6020
H 1.0389 2.6291 -1.6497
H 1.0507 3.3408 -4.0149